Record 1
Computed, not measured: one molecule with the formula C4H8N2S in a non-equilibrium geometry, with ωB97M-V/def2-TZVPD.

## Properties
- HOMO-LUMO gap: 9.9 eV
- E: -664.84194 hartree
- LUMO: 0.738 eV
- Highest occupied orbital energy: -9.13 eV
- SMILES: [H]/N=C(/CS)N1CC1
- Total charge: 0

Atoms and positions in Å:
1 H 1.28420 2.02453 -0.72310
2 N 0.29196 2.07741 -0.53048
3 C -0.07229 1.01220 0.08076
4 C -1.51087 0.90145 0.42948
5 S -2.33583 -0.47360 -0.38751
6 N 0.69865 -0.10644 0.47108
7 C 1.84931 -0.63757 -0.23520
8 C 0.52340 -1.38676 -0.19209
9 H -1.52607 0.76486 1.58377
10 H -2.10050 1.79610 0.17553
11 H -2.43614 -1.28686 0.66407
12 H 2.18978 -0.07632 -1.10886
13 H 2.65110 -0.94507 0.44642
14 H 0.58203 -2.27058 0.43232
15 H -0.08872 -1.39335 -1.10620

These are the natural (NBO) partial charges, in e, on atoms 1 to 4: atom 1 (H): 0.328, atom 2 (N): -0.655, atom 3 (C): 0.423, atom 4 (C): -0.591

Record 2
Computed, not measured: a 2-piece molecular cluster, C4H8N2S overall in a non-equilibrium geometry, with ωB97M-V/def2-TZVPD.

## Properties
- HOMO-LUMO gap: 8.2 eV
- E: -664.71117 hartree
- LUMO: 0.425 eV
- Highest occupied orbital energy: -7.76 eV
- Total charge: 0

Atoms and positions in Å:
1 C 1.38849 1.56518 -1.34348
2 C 0.46393 -0.34684 1.95228
3 C -0.85206 -0.84458 1.31132
4 C -0.84993 -0.54863 -0.15026
5 N -1.31133 -0.23743 -2.45344
6 N -1.04538 -0.52409 -1.29982
7 S 0.75992 1.23021 -2.85623
8 H 1.45813 2.52199 -0.97450
9 H 0.77912 0.51300 1.44774
10 H 1.24030 -1.06751 2.28670
11 H 0.12125 0.00641 3.00760
12 H -0.87654 -1.84480 1.38252
13 H -1.86759 -0.43491 1.58137
14 H 1.90483 0.79881 -0.62197
15 H -1.31314 -0.78681 -3.26985

These are the natural (NBO) partial charges, in e, on atoms 1 to 4: atom 1 (C): -0.562, atom 2 (C): -0.609, atom 3 (C): -0.461, atom 4 (C): 0.241

Record 3
Computed, not measured: one molecule with the formula C4H8N2S in a non-equilibrium geometry, with ωB97M-V/def2-TZVPD.

## Properties
- HOMO-LUMO gap: 8.6 eV
- E: -664.88050 hartree
- LUMO: -0.083 eV
- Highest occupied orbital energy: -8.68 eV
- SMILES: C=C(CN)C(N)=S
- Total charge: 0

Atoms and positions in Å:
1 C 1.46152 -1.14910 -0.88858
2 C 0.84546 -0.34229 -0.03309
3 C 1.31715 -0.18246 1.36816
4 N 0.38888 -0.43980 2.45237
5 C -0.35031 0.43066 -0.50031
6 N -0.45411 1.57184 0.24699
7 S -1.58644 -0.04087 -1.49508
8 H 2.47002 -1.57247 -0.71650
9 H 0.98677 -1.36984 -1.87935
10 H 2.17934 -0.83464 1.57005
11 H 1.72261 0.83214 1.47507
12 H -0.03666 -1.33863 2.32397
13 H -0.37847 0.21121 2.36431
14 H -1.16390 2.14521 -0.15303
15 H 0.41706 2.11584 0.36408

These are the natural (NBO) partial charges, in e, on atoms 1 to 4: atom 1 (C): -0.301, atom 2 (C): -0.142, atom 3 (C): -0.252, atom 4 (N): -0.806

Record 4
Computed, not measured: one molecule with the formula C4H8N2S in a non-equilibrium geometry, with ωB97M-V/def2-TZVPD.

## Properties
- HOMO-LUMO gap (alpha / beta): 6.8 / 7.8 eV
- E: -664.71000 hartree
- LUMO (alpha / beta): 0.899 / -1.340 eV
- Highest occupied orbital energy (alpha / beta): -5.90 / -9.14 eV
- Total charge: 0
- Spin multiplicity: 3

Atoms and positions in Å:
1 C -0.50195 1.43723 -1.37143
2 C -0.78349 0.89929 0.84099
3 C 0.57088 0.95070 1.57420
4 C 0.17378 -2.18606 -0.73793
5 N -1.10708 1.51343 -0.22700
6 N 0.46287 -0.73229 -0.59778
7 S 0.25134 0.04702 -1.91953
8 H -0.68780 2.07220 -2.12785
9 H -1.60563 0.77462 1.62229
10 H 0.93857 -0.02692 1.96626
11 H 0.39562 1.74976 2.32485
12 H 1.34068 1.17973 0.97769
13 H 0.66196 -2.64239 -1.60059
14 H 0.72067 -2.75604 0.03764
15 H -0.83042 -2.28028 -0.76182

These are the natural (NBO) partial charges, in e, on atoms 1 to 4: atom 1 (C): -0.245, atom 2 (C): 0.123, atom 3 (C): -0.654, atom 4 (C): -0.447

Record 5
Computed, not measured: C4H8N2S as an isolated structure in a non-equilibrium geometry, with ωB97M-V/def2-TZVPD.

## Properties
- HOMO-LUMO gap (alpha / beta): 8.7 / 5.9 eV
- E: -664.74890 hartree
- LUMO (alpha / beta): 0.958 / -2.266 eV
- Highest occupied orbital energy (alpha / beta): -7.73 / -8.21 eV
- Total charge: 0
- Spin multiplicity: 3

Atoms and positions in Å:
1 C 1.61787 0.38825 -0.39703
2 C 1.51673 -1.53546 0.68361
3 C 0.17688 -0.76464 0.70391
4 C -2.32645 1.59604 -0.63597
5 N 2.31683 -0.65434 -0.16139
6 N 0.42978 0.48204 0.11094
7 S -1.03951 0.69870 -1.70012
8 H 2.08810 1.08511 -1.06831
9 H 2.00051 -1.83685 1.62296
10 H 1.49658 -2.46956 -0.00213
11 H -0.63765 -1.35240 0.30108
12 H -0.11914 -0.66380 1.71727
13 H -3.25264 1.74864 -1.18741
14 H -1.64481 2.34422 -0.18356
15 H -2.62309 0.93407 0.19616

These are the natural (NBO) partial charges, in e, on atoms 1 to 4: atom 1 (C): 0.165, atom 2 (C): -0.306, atom 3 (C): -0.313, atom 4 (C): -0.744

Record 6
Computed, not measured: one molecule with the formula C4H8N2S in a non-equilibrium geometry, with ωB97M-V/def2-TZVPD.

## Properties
- HOMO-LUMO gap (alpha / beta): 6.4 / 7.0 eV
- E: -664.64795 hartree
- LUMO (alpha / beta): 0.946 / -1.573 eV
- Highest occupied orbital energy (alpha / beta): -5.42 / -8.55 eV
- Total charge: 0
- Spin multiplicity: 3

Atoms and positions in Å:
1 C -2.01924 0.64631 0.18583
2 C -3.34267 0.94439 -0.31822
3 C 1.89031 -1.65458 0.25926
4 C 2.37961 -0.12917 0.21607
5 N -0.93459 1.14981 0.08051
6 N 0.19783 1.48333 0.24514
7 S 1.43004 0.93720 -0.81585
8 H -3.37853 0.61357 -1.44607
9 H -3.64183 1.98523 -0.17790
10 H -4.10140 0.27562 0.15510
11 H 1.16447 -1.91856 -0.48095
12 H 2.77107 -2.19901 0.00810
13 H 1.62694 -2.05689 1.34469
14 H 3.26172 -0.38322 -0.39143
15 H 2.69629 0.30597 1.13573

These are the natural (NBO) partial charges, in e, on atoms 1 to 4: atom 1 (C): 0.309, atom 2 (C): -0.741, atom 3 (C): -0.611, atom 4 (C): -0.585

Record 7
Computed, not measured: one molecule with the formula C4H8N2Si in a non-equilibrium geometry, with ωB97M-V/def2-TZVPD.

## Properties
- HOMO-LUMO gap: 9.0 eV
- E: -556.15273 hartree
- LUMO: 0.875 eV
- Highest occupied orbital energy: -8.14 eV
- SMILES: Cc1nccn1[SiH3]
- Total charge: 0

Atoms and positions in Å:
1 C -0.53874 2.07321 0.70510
2 C -0.72469 0.96914 -0.25179
3 N -1.28887 0.79892 -1.33133
4 C -1.00993 -0.40947 -1.92440
5 C -0.05386 -1.05021 -1.18675
6 N 0.23037 -0.50614 -0.03844
7 Si 1.21577 -1.35199 1.16262
8 H -0.97868 3.01107 0.24035
9 H -1.01895 1.85810 1.66530
10 H 0.44994 2.34916 0.90315
11 H -1.19783 -0.54472 -2.99827
12 H 0.24165 -2.05313 -1.40479
13 H 0.98192 -2.85414 1.41356
14 H 1.14660 -0.67837 2.36013
15 H 2.54530 -1.61144 0.68557

These are the natural (NBO) partial charges, in e, on atoms 1 to 4: atom 1 (C): -0.682, atom 2 (C): 0.449, atom 3 (N): -0.409, atom 4 (C): -0.183

Record 8
Computed, not measured: an isolated ion of composition C4H8N3 and charge +1 in a non-equilibrium geometry, with ωB97M-V/def2-TZVPD.

## Properties
- HOMO-LUMO gap: 9.7 eV
- E: -321.17057 hartree
- LUMO: -5.482 eV
- Highest occupied orbital energy: -15.22 eV
- SMILES: CN(C)C(=[NH2+])C#N
- Total charge: +1

Atoms and positions in Å:
1 C -0.55515 0.16463 -0.98156
2 N 0.08415 -0.18012 0.28402
3 C 0.31016 -1.60891 0.52923
4 C 0.86062 0.67182 1.05707
5 N 0.80993 1.99320 0.89153
6 C 1.78945 0.07392 1.85080
7 N 2.75877 -0.24981 2.34606
8 H -0.10822 1.08227 -1.28947
9 H -0.29064 -0.61121 -1.69617
10 H -1.71052 0.24693 -0.98084
11 H 0.67214 -1.94248 1.55035
12 H -0.78935 -1.98405 0.25951
13 H 0.98647 -2.05948 -0.14217
14 H 1.31921 2.65734 1.47917
15 H 0.51428 2.32109 -0.04462

These are the natural (NBO) partial charges, in e, on atoms 1 to 4: atom 1 (C): -0.423, atom 2 (N): -0.280, atom 3 (C): -0.442, atom 4 (C): 0.443

Record 9
Computed, not measured: C4H8N3 as an isolated structure in a non-equilibrium geometry, with ωB97M-V/def2-TZVPD.

## Properties
- HOMO-LUMO gap: 8.1 eV
- E: -321.06285 hartree
- LUMO: -6.339 eV
- Highest occupied orbital energy: -14.45 eV
- Total charge: +1

Atoms and positions in Å:
1 C -2.32357 0.04463 0.14939
2 C -1.15869 -0.68752 0.11009
3 C 1.60317 -0.23020 0.13957
4 C 0.38914 1.62424 0.09348
5 N -3.13295 0.82653 -0.06995
6 N 0.35460 0.28874 0.61682
7 N -0.95403 -1.90841 -0.23895
8 H 2.07524 -0.95118 0.82311
9 H 1.59195 -0.88265 -0.69260
10 H 2.23251 0.58166 0.01085
11 H 0.89966 1.76865 -0.78229
12 H -0.55090 2.00957 0.02445
13 H 0.80579 2.29998 0.78246
14 H -1.79072 -2.46694 -0.48300
15 H -0.04119 -2.31711 -0.48344

These are the natural (NBO) partial charges, in e, on atoms 1 to 4: atom 1 (C): 0.095, atom 2 (C): 0.489, atom 3 (C): -0.463, atom 4 (C): -0.455

Record 10
Computed, not measured: an isolated ion of composition C4H8N3O and charge +1 in a non-equilibrium geometry, with ωB97M-V/def2-TZVPD.

## Properties
- HOMO-LUMO gap: 11.6 eV
- E: -396.39928 hartree
- LUMO: -4.025 eV
- Highest occupied orbital energy: -15.59 eV
- SMILES: C[N+]1(C)N=CNC1=O
- Total charge: +1

Atoms and positions in Å:
1 C -1.53657 0.47154 0.46401
2 N -0.26327 -0.13748 0.29814
3 C 0.19956 -1.00820 1.39375
4 N -0.44023 -0.89178 -0.92347
5 C 0.47601 -0.43802 -1.69586
6 N 1.25082 0.64755 -1.38022
7 C 1.10697 0.95814 -0.11002
8 O 1.59653 1.58095 0.75255
9 H -2.36819 -0.36951 0.49238
10 H -1.56125 1.29975 1.29194
11 H -1.73772 1.02210 -0.39782
12 H 0.45524 -0.36109 2.21185
13 H -0.53508 -1.71911 1.55877
14 H 1.04924 -1.43221 0.86353
15 H 0.53474 -0.86574 -2.71461
16 H 1.77320 1.24309 -2.10492

These are the natural (NBO) partial charges, in e, on atoms 1 to 4: atom 1 (C): -0.448, atom 2 (N): -0.175, atom 3 (C): -0.388, atom 4 (N): -0.243

Record 11
Computed, not measured: an isolated ion of composition C4H8N3O2 and charge +1 in a non-equilibrium geometry, with ωB97M-V/def2-TZVPD.

## Properties
- HOMO-LUMO gap: 9.5 eV
- E: -471.74153 hartree
- LUMO: -3.993 eV
- Highest occupied orbital energy: -13.47 eV
- SMILES: [NH2+]=C1C=CNC(O)(O)N1
- Total charge: +1

Atoms and positions in Å:
1 N -2.01960 -0.82382 -1.40270
2 C -0.99056 -0.52168 -0.60317
3 C -0.85974 -1.27916 0.61670
4 C 0.31543 -1.02155 1.32998
5 N 1.13542 0.01130 1.01802
6 C 0.78663 1.07445 0.05000
7 O 1.97457 1.50675 -0.53322
8 O 0.20810 2.09469 0.72675
9 N -0.08709 0.42373 -0.94978
10 H -2.25544 -1.75075 -1.39540
11 H -2.27983 -0.25539 -2.14343
12 H -1.41172 -2.16271 0.82084
13 H 0.43033 -1.67602 2.21494
14 H 2.02046 0.20753 1.45615
15 H 2.39852 0.63629 -0.80106
16 H 0.77960 2.50415 1.32201
17 H -0.14508 1.03221 -1.72661

These are the natural (NBO) partial charges, in e, on atoms 1 to 4: atom 1 (N): -0.714, atom 2 (C): 0.528, atom 3 (C): -0.431, atom 4 (C): 0.166

Record 12
Computed, not measured: a 2-piece molecular cluster, C4H8N3O2 overall in a non-equilibrium geometry, with ωB97M-V/def2-TZVPD.

## Properties
- HOMO-LUMO gap: 9.0 eV
- E: -471.53599 hartree
- LUMO: -3.679 eV
- Highest occupied orbital energy: -12.67 eV
- Total charge: +1

Atoms and positions in Å:
1 C 1.76211 0.72708 0.09173
2 C -2.30173 -0.47525 -0.17822
3 C 3.77198 -0.54958 -0.34891
4 C -4.22378 0.86132 -0.14637
5 N -1.29235 -0.53891 0.45655
6 N -0.03896 -0.39771 0.67714
7 N 2.35203 -0.37446 -0.07033
8 O 1.56429 1.84559 -0.05687
9 O -3.48648 -0.33069 -0.65543
10 H 3.90962 -0.83050 -1.42333
11 H 4.36041 0.32537 -0.14657
12 H 4.28523 -1.39323 0.29691
13 H -3.37831 1.51838 0.07221
14 H -4.61897 0.54909 0.79521
15 H -4.90437 1.31461 -0.84855
16 H 0.24459 -0.94526 1.51314
17 H 1.99469 -1.30583 -0.02831

These are the natural (NBO) partial charges, in e, on atoms 1 to 4: atom 1 (C): 1.005, atom 2 (C): 0.664, atom 3 (C): -0.439, atom 4 (C): -0.233

Record 13
Computed, not measured: a 2-piece molecular cluster, C4H8N3O4 overall in a non-equilibrium geometry, with ωB97M-V/def2-TZVPD.

## Properties
- HOMO-LUMO gap: 8.6 eV
- E: -622.35344 hartree
- LUMO: 3.835 eV
- Highest occupied orbital energy: -4.81 eV
- Total charge: -1

Atoms and positions in Å:
1 C 0.82997 1.80440 -1.34951
2 C 0.80479 -1.92873 -0.23171
3 C 1.41393 -0.60288 -0.69503
4 C 0.47350 0.28167 -1.43676
5 N 1.77576 0.13733 0.55734
6 N -0.47200 -0.09917 -2.18055
7 N -0.29822 1.47404 2.05493
8 O 1.59421 2.02980 -0.41473
9 O -0.88985 -1.28747 -2.40241
10 O 0.33735 2.57002 -2.20412
11 O 2.89669 0.05856 0.93370
12 H 0.19201 -1.74528 0.67864
13 H 0.14130 -2.40241 -0.92167
14 H 1.55642 -2.58319 -0.10418
15 H 2.24568 -0.73927 -1.31370
16 H -0.82824 0.67364 -2.92406
17 H -0.60454 1.66357 1.19525
18 H 0.68318 1.21487 1.81260
19 H -0.25564 2.42214 2.51982

These are the natural (NBO) partial charges, in e, on atoms 1 to 4: atom 1 (C): 0.738, atom 2 (C): -0.620, atom 3 (C): -0.190, atom 4 (C): 0.087

Record 14
Computed, not measured: an isolated ion of composition C4H8N3S and charge +1 in a non-equilibrium geometry, with ωB97M-V/def2-TZVPD.

## Properties
- HOMO-LUMO gap (alpha / beta): 8.5 / 8.5 eV
- E: -719.26101 hartree
- LUMO (alpha / beta): -5.091 / -5.091 eV
- Highest occupied orbital energy (alpha / beta): -13.58 / -13.58 eV
- Total charge: +1

Atoms and positions in Å:
1 C 0.39550 -1.96046 1.46639
2 C 0.52502 1.54274 -0.98366
3 C 0.10744 -0.64479 0.92534
4 C -0.54763 0.92090 -1.78178
5 N 1.29423 0.87551 -0.23965
6 N 1.31169 -0.33451 0.20142
7 N -0.79242 0.26627 1.05023
8 S 0.43790 -2.10054 -0.44002
9 H 1.35956 -2.21661 1.78185
10 H -0.25964 -2.53658 1.97314
11 H 0.64909 2.60547 -1.05678
12 H -0.38068 -0.06606 -2.14041
13 H -0.64517 1.52453 -2.59541
14 H -1.40989 0.86193 -1.08609
15 H -1.41827 -0.00194 1.80041
16 H -0.62672 1.26413 1.12503

These are the natural (NBO) partial charges, in e, on atoms 1 to 4: atom 1 (C): -0.446, atom 2 (C): 0.178, atom 3 (C): 0.362, atom 4 (C): -0.699

Record 15
Computed, not measured: an isolated ion of composition C4H8N3S and charge +1 in a non-equilibrium geometry, with ωB97M-V/def2-TZVPD.

## Properties
- HOMO-LUMO gap (alpha / beta): 6.9 / 6.9 eV
- E: -719.25564 hartree
- LUMO (alpha / beta): -5.456 / -5.456 eV
- Highest occupied orbital energy (alpha / beta): -12.34 / -12.33 eV
- Total charge: +1

Atoms and positions in Å:
1 C 0.34969 0.56925 0.48854
2 C 2.51324 -0.04747 0.18037
3 C 0.85190 -1.91398 -0.06146
4 C -1.86174 1.46405 0.32535
5 N -0.80875 -0.17110 -1.27878
6 N 1.30047 -0.50120 0.17464
7 N -0.76901 0.57349 -0.19654
8 S 3.95610 0.46784 0.05051
9 H 0.70648 1.49191 0.98930
10 H 0.73866 -1.93485 -1.17604
11 H 1.48162 -2.61185 0.40640
12 H -0.19730 -2.04734 0.25377
13 H -2.72550 1.68137 -0.34213
14 H -1.63538 2.52359 0.54452
15 H -2.16979 0.89668 1.14793
16 H -1.73070 -0.44036 -1.50638

These are the natural (NBO) partial charges, in e, on atoms 1 to 4: atom 1 (C): 0.052, atom 2 (C): 0.211, atom 3 (C): -0.407, atom 4 (C): -0.460

Record 16
Computed, not measured: an isolated ion of composition C4H8N3S and charge +1 in a non-equilibrium geometry, with ωB97M-V/def2-TZVPD.

## Properties
- HOMO-LUMO gap: 9.0 eV
- E: -719.30162 hartree
- LUMO: -5.074 eV
- Highest occupied orbital energy: -14.10 eV
- Total charge: +1

Atoms and positions in Å:
1 C -0.44343 1.62156 0.52270
2 C -1.14495 -0.72485 -1.01158
3 C 0.32728 -0.69534 -0.77611
4 C 2.14225 -0.21408 0.58054
5 N -1.58059 1.04854 0.50587
6 N 0.73567 -0.13507 0.27165
7 N -1.87777 -0.27799 0.14025
8 S 0.42935 2.90827 0.57538
9 H -1.46985 -0.13298 -1.88602
10 H -1.45627 -1.72728 -1.26172
11 H 0.85992 -1.39501 -1.37635
12 H 2.66761 0.81188 0.36540
13 H 2.30884 -0.60783 1.66957
14 H 2.62556 -0.89554 -0.13240
15 H -2.36664 1.43315 0.88811
16 H -1.75697 -1.01742 0.92472

These are the natural (NBO) partial charges, in e, on atoms 1 to 4: atom 1 (C): 0.219, atom 2 (C): -0.317, atom 3 (C): 0.178, atom 4 (C): -0.457